1.
{
  "formula": "C18H31N5O3S",
  "method": "wB97M-V/def2-TZVPD",
  "species": ["S", "O", "O", "O", "N", "N", "N", "N", "N", "C", "C", "C", "C", "C", "C", "C", "C", "C", "C", "C", "C", "C", "C", "C", "C", "C", "C", "H", "H", "H", "H", "H", "H", "H", "H", "H", "H", "H", "H", "H", "H", "H", "H", "H", "H", "H", "H", "H", "H", "H", "H", "H", "H", "H", "H", "H", "H", "H"],
  "xyz": [[-0.954, 1.503, -4.443], [-1.239, -0.200, 0.620], [-1.789, 2.431, 0.091], [2.775, 0.259, -2.520], [-2.180, 1.086, -5.505], [-3.927, 1.056, -2.603], [-0.576, 1.825, -0.174], [0.808, -0.794, -2.201], [-1.885, 0.039, -6.172], [1.120, -1.120, -0.815], [1.435, -0.055, -4.463], [-5.069, 1.945, -2.448], [-3.116, 1.040, -1.400], [-0.354, 0.542, 0.246], [-0.663, -0.480, -5.868], [3.280, -0.221, 1.288], [-4.383, -0.278, -2.980], [-3.749, 3.395, -0.875], [1.718, -0.151, -2.968], [1.094, 0.107, 0.101], [1.463, 1.063, 2.392], [-2.604, 2.436, -1.096], [-4.635, 3.366, -2.119], [-3.271, -1.308, -3.110], [1.764, -0.132, 1.483], [0.034, 0.211, -4.918], [1.256, -1.412, 2.152], [-2.266, 0.378, -1.553], [-2.862, -1.594, -2.140], [-5.738, 1.575, -1.647], [-0.323, -1.365, -6.385], [-1.987, 2.785, -1.932], [1.533, -2.300, 1.581], [0.173, -1.399, 2.264], [-3.666, 0.663, -0.520], [-5.517, 3.991, -1.972], [-3.665, -2.211, -3.576], [1.708, -1.508, 3.142], [-4.085, 3.773, -2.972], [1.796, 1.999, 1.935], [3.569, -1.064, 0.661], [2.109, -1.576, -0.791], [-4.896, -0.180, -3.940], [0.397, 1.144, 2.613], [3.671, 0.687, 0.824], [-3.372, 4.400, -0.678], [-0.066, -1.093, -2.602], [-5.127, -0.648, -2.252], [1.769, -0.998, -4.905], [1.991, 0.953, 3.341], [-4.316, 3.072, 0.003], [-5.641, 1.932, -3.378], [2.103, 0.720, -4.837], [1.662, 0.898, -0.397], [0.190, 2.481, -0.188], [3.769, -0.347, 2.256], [0.387, -1.846, -0.470], [-2.465, -0.931, -3.742]],
  "forces_ev_per_a": [[-0.01, 0.00, 0.00], [0.00, 0.00, 0.00], [0.00, 0.00, 0.00], [0.00, 0.00, 0.00], [0.00, 0.00, 0.01], [0.00, 0.01, 0.01], [0.00, 0.01, 0.00], [-0.04, 0.07, 0.02], [0.00, 0.01, -0.01], [-0.01, 0.01, 0.01], [0.01, 0.15, -0.01], [0.00, 0.00, 0.00], [0.00, -0.02, -0.01], [0.00, -0.03, 0.00], [0.00, -0.02, 0.01], [0.00, 0.00, 0.00], [0.00, 0.01, -0.01], [0.00, 0.00, 0.00], [0.05, -0.14, -0.02], [0.00, 0.02, 0.00], [0.00, 0.00, 0.00], [0.01, 0.00, 0.00], [0.00, 0.00, 0.00], [-0.01, -0.01, 0.01], [0.00, 0.00, 0.01], [-0.02, -0.07, 0.00], [0.00, 0.00, -0.01], [0.00, 0.00, 0.00], [0.01, 0.01, 0.00], [0.00, 0.00, 0.00], [0.00, 0.00, 0.00], [0.00, 0.00, 0.00], [0.00, 0.00, 0.00], [0.00, 0.00, 0.00], [0.00, 0.01, 0.00], [0.00, 0.00, 0.00], [0.00, 0.01, -0.01], [0.00, 0.00, 0.00], [0.00, 0.00, 0.00], [0.00, 0.00, 0.00], [0.00, 0.00, 0.00], [0.01, 0.00, 0.00], [0.00, 0.00, 0.00], [0.00, 0.00, 0.00], [0.00, 0.00, 0.00], [0.00, 0.00, 0.00], [0.00, 0.00, -0.01], [0.00, 0.00, 0.00], [0.00, 0.00, 0.00], [0.00, 0.00, 0.00], [0.00, 0.00, 0.00], [0.00, 0.00, 0.00], [0.00, 0.00, 0.00], [0.00, 0.00, 0.00], [0.00, 0.00, 0.00], [0.00, 0.00, 0.00], [0.00, 0.00, 0.00], [0.01, 0.00, 0.00]],
  "smiles": "CCN1CCC[C@@H](ONC(=O)[C@H](CNC(=O)Cc2cnns2)C(C)(C)C)C1",
  "total_energy_ev": -43596.5294,
  "de_lowest_kj_mol": 16.2,
  "max_force_ev_per_a": 0.152,
  "gap_ev": 8.82,
  "charge": 0
}

2.
{
  "formula": "C18H32AgF6O24PS5",
  "method": "wB97M-V/def2-TZVPD",
  "species": ["Ag", "S", "S", "S", "S", "S", "P", "F", "F", "F", "F", "F", "F", "O", "O", "O", "O", "O", "O", "O", "O", "O", "O", "O", "O", "O", "O", "O", "O", "O", "O", "O", "O", "O", "O", "O", "O", "C", "C", "C", "C", "C", "C", "C", "C", "C", "C", "C", "C", "C", "C", "C", "C", "C", "C", "H", "H", "H", "H", "H", "H", "H", "H", "H", "H", "H", "H", "H", "H", "H", "H", "H", "H", "H", "H", "H", "H", "H", "H", "H", "H", "H", "H", "H", "H", "H", "H"],
  "xyz": [[-11.456, 0.839, -10.853], [-11.861, 0.201, -18.324], [-16.519, 3.458, -16.155], [-13.965, -5.526, -13.349], [-17.132, -1.958, -7.408], [-20.363, -3.538, -12.605], [-14.527, -0.042, -12.223], [-15.115, -1.576, -11.980], [-13.890, 1.389, -12.800], [-14.465, 0.327, -10.664], [-13.055, -0.590, -11.980], [-16.070, 0.504, -12.269], [-14.519, -0.468, -13.785], [-15.211, 3.961, -16.024], [-20.535, -3.897, -11.164], [-18.911, -4.228, -13.183], [-16.401, 1.889, -15.613], [-12.823, -4.721, -14.266], [-15.786, -1.408, -8.168], [-13.437, -6.848, -12.914], [-9.016, -1.759, -14.269], [-12.220, -0.207, -19.668], [-18.265, -1.036, -7.586], [-12.741, 1.960, -9.243], [-10.288, -0.842, -12.773], [-12.160, -1.037, -17.273], [-13.794, -4.550, -12.052], [-17.589, 3.845, -14.976], [-15.350, -5.300, -13.836], [-17.190, 3.631, -17.458], [-13.088, 0.951, -17.525], [-16.749, -2.285, -6.054], [-14.069, 3.545, -10.160], [-19.597, -2.098, -12.787], [-17.164, -3.327, -8.349], [-21.495, -3.668, -13.497], [-10.566, 0.890, -18.062], [-18.381, 2.697, -14.660], [-16.120, 3.274, -8.982], [-13.349, 0.469, -16.162], [-14.977, 2.452, -8.259], [-18.147, -2.059, -12.513], [-7.840, -0.732, -12.618], [-17.682, 1.404, -15.272], [-6.831, -1.668, -13.447], [-7.658, -2.244, -14.647], [-13.822, 2.561, -9.295], [-9.167, -1.091, -13.160], [-15.451, 3.831, -10.161], [-11.766, -4.232, -13.455], [-14.957, -2.484, -8.638], [-17.774, -3.514, -12.812], [-12.523, -3.854, -12.081], [-12.389, -0.656, -15.927], [-15.995, -3.458, -9.153], [-10.894, -4.877, -13.349], [-16.980, 2.652, -9.229], [-7.399, -3.297, -14.755], [-7.670, 0.300, -12.923], [-15.889, -4.527, -8.965], [-7.704, -0.861, -11.544], [-14.410, -2.819, -7.757], [-12.708, -2.779, -12.082], [-6.126, -0.957, -13.877], [-18.042, -1.859, -11.447], [-16.179, -3.194, -10.195], [-17.022, -3.514, -13.601], [-15.400, 4.902, -9.967], [-13.182, 1.259, -15.429], [-17.690, 0.638, -14.498], [-17.231, -3.944, -11.971], [-14.317, -2.021, -9.389], [-17.754, -1.297, -13.187], [-19.381, 2.867, -15.059], [-15.402, 1.451, -8.187], [-18.504, 2.564, -13.585], [-7.285, -1.845, -15.591], [-12.760, -1.512, -15.364], [-11.397, -3.274, -13.821], [-14.346, 0.108, -15.910], [-16.526, 4.067, -8.354], [-11.404, -0.437, -15.515], [-15.903, 3.457, -11.079], [-6.174, -2.356, -12.915], [-14.592, 2.856, -7.322], [-11.879, -4.093, -11.236], [-18.246, 1.032, -16.128]],
  "forces_ev_per_a": [[-0.37, 0.06, -0.18], [-0.17, 0.08, 2.83], [-2.01, -1.46, -1.76], [-0.50, -0.59, 1.43], [0.16, 0.79, -0.07], [2.58, 0.13, 2.28], [-2.11, -0.13, -1.98], [0.29, 0.79, 0.97], [-0.60, -0.55, 1.76], [-0.66, 0.52, 0.22], [1.81, -0.78, -0.57], [1.14, 0.08, -0.27], [-0.10, -0.09, 0.04], [0.14, 0.63, 0.74], [0.56, 1.03, -3.96], [-2.50, -1.17, 0.03], [0.14, 0.69, -1.10], [-1.24, -1.16, -0.03], [-1.38, 0.94, 0.37], [-1.54, 3.18, -1.84], [0.17, -2.54, -3.00], [0.51, 0.77, 2.40], [2.67, -2.32, -0.32], [-1.11, 0.70, -0.37], [-0.09, 0.58, 0.69], [2.10, -2.07, -2.48], [0.72, -0.05, -0.78], [1.29, -0.04, -0.62], [4.19, -0.97, 0.74], [1.08, -0.86, 3.07], [-0.09, 1.04, -0.59], [-0.60, -0.11, -1.49], [1.25, -2.31, 0.30], [-1.85, 0.65, 0.37], [-1.41, 2.31, 1.49], [2.32, 0.27, 1.02], [-3.32, -1.86, -0.66], [-0.75, -0.99, -0.27], [-0.07, -1.07, 2.45], [0.38, 0.81, 1.09], [-0.73, 0.17, -1.95], [-2.30, -1.15, 0.31], [1.80, -1.21, -0.31], [-1.41, 1.49, 0.52], [0.12, 1.92, -0.59], [1.11, 1.60, 2.18], [0.93, -0.35, 1.07], [0.03, -0.23, 0.41], [-0.29, 2.25, -0.79], [-1.06, 1.13, 1.92], [-0.33, 0.38, 1.16], [1.86, 0.73, 0.03], [0.88, -0.18, -0.99], [1.30, -0.11, -0.79], [-0.10, -0.87, -0.19], [-0.49, -0.57, 0.02], [0.29, -0.24, -0.02], [-1.63, -0.43, 0.43], [0.09, 0.09, 0.31], [1.25, 0.04, -0.79], [-0.35, 0.21, -0.09], [0.27, -0.35, -0.24], [-0.30, -0.24, -0.01], [0.20, -0.09, -0.03], [0.24, 0.48, -0.22], [-0.38, -0.27, 0.02], [-0.46, -0.37, -0.42], [-0.75, 0.27, -1.27], [0.09, 0.39, -0.44], [0.77, 0.06, -0.16], [-0.49, -0.31, 0.25], [-0.08, -0.41, -0.05], [0.09, -0.23, 0.32], [0.08, -0.13, -0.21], [0.87, -0.21, 0.42], [0.50, 0.46, 0.05], [-0.87, 0.65, 0.03], [-0.38, 0.09, -0.38], [-0.25, -0.15, -0.58], [-0.28, 0.27, -1.38], [0.16, -0.04, 0.10], [-0.13, 0.61, 0.34], [0.26, 0.62, -0.22], [-0.75, -0.24, 0.33], [-0.26, -0.15, 0.01], [-0.38, -0.36, 0.15], [0.25, 0.10, -0.19]],
  "total_energy_ev": -152090.9630,
  "de_lowest_kj_mol": 391.6,
  "max_force_ev_per_a": 4.363,
  "gap_ev": 8.83,
  "charge": 0
}

3.
{
  "formula": "C18H32Cl2F3IN3O5",
  "method": "wB97M-V/def2-TZVPD",
  "species": ["I", "Cl", "Cl", "F", "F", "F", "O", "O", "O", "O", "O", "N", "N", "N", "C", "C", "C", "C", "C", "C", "C", "C", "C", "C", "C", "C", "C", "C", "C", "C", "C", "C", "H", "H", "H", "H", "H", "H", "H", "H", "H", "H", "H", "H", "H", "H", "H", "H", "H", "H", "H", "H", "H", "H", "H", "H", "H", "H", "H", "H", "H", "H", "H", "H"],
  "xyz": [[1.573, -1.764, 5.067], [-0.570, -0.986, -4.621], [2.465, 1.649, -2.937], [-2.077, -4.025, -2.523], [-4.083, -3.781, -1.232], [-3.289, -1.974, -2.721], [-3.991, 0.149, -0.188], [0.556, 3.126, 3.449], [-0.195, 0.514, 0.075], [2.432, 4.021, 4.754], [-2.826, 5.265, 1.468], [-2.216, 1.624, 0.745], [2.879, -0.157, -0.713], [2.794, 0.863, 0.191], [-1.903, -2.488, -0.539], [-0.468, 0.984, 2.647], [1.269, 0.211, -2.639], [-2.971, 1.679, -1.953], [2.219, -1.828, -4.274], [-1.610, 2.962, 0.406], [1.608, -0.664, -1.301], [0.313, -0.807, -0.245], [1.516, 3.063, 4.565], [1.191, -0.570, -4.062], [0.547, -1.863, 0.959], [-2.914, -3.034, -1.758], [0.837, 1.966, 2.539], [-1.143, 0.596, 1.166], [1.840, -1.649, 1.932], [-3.067, 1.096, -0.389], [-0.843, -1.493, -1.246], [1.754, -2.828, 3.115], [-1.302, 1.433, 3.373], [1.878, -0.634, 2.512], [2.208, 1.670, -0.113], [-1.132, 3.531, 1.341], [-0.879, 2.955, -0.524], [-3.312, 0.769, -2.646], [1.523, 0.223, -4.895], [1.825, -1.813, -1.554], [-1.769, -0.384, 1.388], [1.754, -2.743, -3.664], [0.850, -3.557, 2.962], [-2.622, -2.027, 0.257], [1.483, 2.115, 5.251], [0.914, 2.427, 1.466], [3.568, -0.898, -0.451], [-0.163, -0.052, 3.126], [3.735, 1.181, 0.527], [2.806, -3.361, 3.164], [3.325, -1.633, -3.948], [0.218, 0.759, -2.490], [-1.444, -3.494, -0.090], [-3.631, 2.637, -2.112], [-2.647, 5.626, 2.318], [-0.265, -2.147, -2.062], [1.844, 1.502, 2.943], [-0.366, -2.015, 1.698], [2.886, -1.812, 1.408], [-1.346, -0.590, -1.795], [-1.851, 1.903, -2.234], [-2.518, 3.662, 0.074], [0.695, -2.935, 0.450], [2.112, -2.154, -5.417]],
  "forces_ev_per_a": [[-0.04, -0.84, -0.83], [1.78, 0.14, 0.79], [-1.04, -1.48, 0.42], [-2.83, 2.60, 1.69], [3.44, 2.53, -2.14], [0.65, -3.81, 3.05], [5.50, 4.81, -0.75], [3.22, -0.93, 2.42], [0.57, -1.52, 1.26], [-6.05, -6.09, -1.02], [-0.18, -0.47, -1.13], [1.07, -1.35, -2.22], [0.39, -2.97, -2.89], [-0.10, 2.39, 3.18], [-1.72, -0.81, -0.95], [-0.02, -0.78, -0.40], [-2.33, 0.43, -0.33], [0.45, -0.88, 0.40], [-1.92, -1.08, -0.09], [-0.68, 2.09, -0.89], [0.86, -1.13, 1.22], [-1.38, -1.12, -1.77], [3.47, 4.80, -0.87], [2.05, 1.20, -1.57], [1.19, -0.72, 0.44], [1.07, -0.58, -0.31], [-0.88, 0.01, 0.51], [-2.33, 0.36, 1.49], [0.21, -0.79, 0.99], [-3.45, -2.99, 0.57], [0.81, -0.40, -0.16], [1.00, 0.32, -1.20], [1.89, -0.71, -1.92], [-0.21, -1.88, -1.68], [1.01, -1.02, -0.16], [-1.41, -1.41, -2.09], [-1.01, -0.34, 1.87], [0.46, 2.14, 1.67], [-0.95, -1.70, 2.09], [-0.41, 2.69, 0.17], [1.49, 1.81, -0.91], [1.27, 1.85, -1.21], [1.88, 1.40, 0.51], [1.44, -0.54, -1.59], [-0.12, 1.65, -1.36], [0.07, -1.03, 2.23], [-1.41, 1.07, -0.01], [-0.49, 2.09, -0.95], [-1.30, -0.28, -1.00], [-2.49, 0.81, 0.06], [-2.26, -0.10, -0.66], [2.44, -1.17, -0.32], [-0.91, 2.34, -1.17], [1.34, -1.98, 0.43], [0.15, 0.60, 1.16], [-1.41, 1.39, 1.72], [-2.04, 0.55, -1.37], [1.63, 0.68, -1.81], [-2.32, 0.42, 0.83], [0.67, -1.98, 1.11], [-2.21, -0.18, 0.71], [2.17, -1.28, 1.24], [-0.28, 2.32, 0.96], [0.53, 0.83, 2.55]],
  "total_energy_ev": -75178.9587,
  "de_lowest_kj_mol": 1005.2,
  "max_force_ev_per_a": 8.646,
  "gap_ev": 4.02,
  "charge": -1
}

4.
{
  "formula": "C18H32ClINO6",
  "method": "wB97M-V/def2-TZVPD",
  "species": ["I", "Cl", "O", "O", "O", "O", "O", "O", "N", "C", "C", "C", "C", "C", "C", "C", "C", "C", "C", "C", "C", "C", "C", "C", "C", "C", "C", "H", "H", "H", "H", "H", "H", "H", "H", "H", "H", "H", "H", "H", "H", "H", "H", "H", "H", "H", "H", "H", "H", "H", "H", "H", "H", "H", "H", "H", "H", "H", "H"],
  "xyz": [[-0.427, 3.119, -2.462], [-2.567, -1.934, 1.728], [-3.923, -1.091, -3.231], [4.655, -1.822, -0.233], [-3.515, 0.921, 1.175], [-4.477, 0.088, -0.685], [-0.435, -0.455, 1.327], [5.223, -0.144, -1.591], [-1.272, 1.126, -0.424], [-2.954, -1.770, -2.434], [-1.413, -1.093, 0.596], [-1.931, 2.219, -1.111], [4.292, -0.932, -0.957], [2.854, -0.658, -1.318], [-3.586, -2.748, -1.462], [1.895, -0.933, 1.018], [-1.994, -0.725, -1.842], [-2.497, 3.314, -0.205], [-0.379, -0.968, 4.165], [-3.538, 0.324, 0.088], [5.182, 1.268, -1.333], [1.837, -1.372, -0.439], [-1.777, 3.472, 1.125], [-2.100, -0.113, -0.412], [0.859, -0.852, 3.289], [0.641, -1.234, 1.833], [5.763, 1.610, 0.042], [-0.990, -1.167, -1.898], [-2.425, 3.995, 1.831], [-2.451, 4.262, -0.747], [4.158, 1.632, -1.420], [-2.363, -2.370, -3.140], [-0.987, -1.932, 0.042], [6.046, 0.690, 0.553], [-0.180, -0.555, 5.156], [1.671, -1.468, 3.687], [5.038, 2.141, 0.657], [-2.831, -3.230, -0.841], [2.052, 0.151, 1.058], [2.649, 0.415, -1.294], [2.741, -0.944, -2.367], [-1.988, 0.088, -2.571], [-0.863, 4.061, 1.013], [2.750, -1.409, 1.505], [-3.551, 3.083, -0.050], [-4.085, -3.544, -2.026], [0.858, -1.121, -0.847], [-0.684, -2.009, 4.285], [1.946, -2.455, -0.527], [-2.693, 1.873, -1.813], [1.221, 0.182, 3.301], [-4.797, -1.358, -2.941], [-1.540, 2.498, 1.548], [-1.210, -0.420, 3.726], [6.652, 2.233, -0.048], [5.758, 1.714, -2.139], [0.397, -2.304, 1.777], [-4.307, -2.245, -0.823], [-0.407, 0.897, -0.895]],
  "forces_ev_per_a": [[-0.04, -0.05, 0.05], [-0.15, -0.18, -0.01], [0.00, -0.42, -0.35], [-0.10, 0.26, -0.44], [-0.10, -0.06, 0.07], [-0.32, -0.11, -0.09], [-0.03, 0.07, -0.09], [-0.03, -0.12, 0.19], [-0.30, -0.26, -0.26], [-0.04, 0.17, 0.02], [0.22, 0.13, -0.06], [0.22, 0.01, 0.00], [0.17, -0.09, 0.30], [-0.06, 0.00, 0.06], [-0.08, -0.15, -0.15], [0.12, -0.11, 0.04], [0.00, -0.20, 0.15], [0.14, 0.26, -0.08], [0.05, 0.03, 0.03], [0.31, 0.16, 0.03], [-0.11, -0.01, -0.04], [-0.13, 0.04, -0.08], [-0.05, 0.09, 0.08], [0.12, 0.09, -0.04], [0.05, 0.14, 0.09], [0.07, -0.15, 0.06], [-0.01, 0.01, -0.09], [0.07, 0.05, -0.03], [0.01, 0.04, -0.01], [-0.20, -0.02, -0.04], [0.03, 0.05, -0.06], [0.12, 0.11, 0.00], [-0.02, -0.08, 0.04], [0.00, 0.01, 0.03], [0.01, -0.03, 0.03], [0.02, -0.02, -0.02], [0.00, -0.02, 0.05], [0.02, 0.03, 0.05], [-0.03, 0.01, 0.05], [0.05, -0.01, 0.00], [0.03, -0.04, -0.02], [-0.07, 0.03, 0.04], [0.08, -0.08, -0.01], [0.01, 0.07, -0.01], [0.04, -0.16, 0.12], [-0.04, 0.04, 0.00], [-0.06, -0.02, -0.01], [-0.04, 0.00, -0.03], [0.06, -0.01, 0.05], [0.00, 0.08, -0.05], [-0.03, 0.01, 0.00], [-0.05, 0.27, 0.28], [-0.03, 0.00, -0.03], [-0.01, -0.02, 0.02], [0.02, -0.01, 0.02], [0.03, -0.02, -0.01], [-0.09, 0.02, -0.07], [0.05, 0.05, 0.08], [0.12, 0.10, 0.14]],
  "smiles": "CCOC(=O)CCC[C@@H](CC)O[C@@H](Cl)[C@](C[C@@H](C)O)(N[C@H](I)CC)C(=O)[O-]",
  "total_energy_ev": -53584.9981,
  "max_force_ev_per_a": 0.549,
  "gap_ev": 7.36,
  "charge": -1
}

- Which formula does entry 3 have?
  C18H32Cl2F3IN3O5

- Which value of charge does entry 1 give?
  0